(1)
Entry from the Open Molecules 2025 dataset: C3H3NiO3 as an isolated structure at a distorted geometry (ωB97M-V/def2-TZVPD).

orbital gap (alpha / beta)	8.248 / 7.970	eV
spin multiplicity	4
LUMO energy (alpha / beta)	0.3 / -2.1	eV

```
10
Properties=species:S:1:pos:R:3:lowdin_charge:R:1
C 0.94 -1.10 -0.12 -0.72
C -1.57 0.45 0.33 0.07
O -0.03 -1.82 -0.15 0.10
O 0.76 0.31 -0.12 -0.22
C -0.47 0.92 -0.28 -0.18
H -2.53 0.55 -0.18 0.07
H -1.54 0.01 1.33 0.08
H -0.50 1.47 -1.22 0.12
O 2.16 -1.33 0.15 -0.11
Ni 2.78 0.54 0.25 0.80
```

(2)
Entry from the Open Molecules 2025 dataset: C14H27F9NbS as an isolated structure at a distorted geometry (ωB97M-V/def2-TZVPD).

total charge	-1
orbital gap	7.258	eV
LUMO energy	2.5	eV

```
52
Properties=species:S:1:pos:R:3:lowdin_charge:R:1
C -0.97 1.42 2.68 -0.06
C -0.55 2.66 1.94 -0.35
C 0.78 3.25 2.35 -0.07
C -1.29 3.22 0.97 -0.10
C -2.38 2.54 0.18 -0.20
C -2.10 2.63 -1.34 -0.17
C -1.23 1.47 -1.87 -0.39
C -2.01 0.52 -2.79 -0.08
C 0.08 1.95 -2.53 -0.30
C 1.24 2.08 -1.52 -0.41
Nb 2.52 0.22 -1.35 1.09
C 1.36 -0.55 0.47 -0.39
C 1.31 -2.08 0.63 -0.23
C -0.07 -2.60 0.94 -0.46
F -0.95 -2.46 -0.10 0.11
F -0.62 -1.87 1.97 0.08
C -0.20 -4.05 1.49 -0.45
F -1.49 -4.34 1.72 0.13
F 0.44 -4.10 2.66 0.12
S 0.52 -5.46 0.42 0.79
F 1.98 -5.01 0.83 -0.13
F 0.57 -4.55 -0.87 -0.12
F -0.93 -5.97 -0.01 -0.14
F 0.45 -6.43 1.69 -0.15
F 1.15 -6.64 -0.41 -0.13
H -2.00 1.16 2.47 0.07
H -0.85 1.61 3.75 0.08
H -0.34 0.55 2.45 0.05
H 0.79 4.33 2.20 0.07
H 1.58 2.80 1.75 0.07
H 1.00 3.05 3.40 0.07
H -1.09 4.26 0.69 0.11
H -3.35 3.00 0.38 0.10
H -2.45 1.49 0.48 0.10
H -3.06 2.62 -1.86 0.10
H -1.62 3.59 -1.56 0.10
H -0.93 0.87 -1.00 0.10
H -2.06 0.91 -3.81 0.08
H -1.52 -0.46 -2.80 0.07
H -3.02 0.38 -2.41 0.07
H -0.09 2.91 -3.03 0.10
H 0.34 1.25 -3.33 0.06
H 0.85 2.33 -0.53 0.01
H 1.91 2.90 -1.82 0.02
H 3.72 1.13 -0.28 -0.16
H 3.65 -1.20 -1.01 -0.17
H 1.53 -0.87 -2.50 -0.14
H 3.55 0.71 -2.80 -0.19
H 1.85 -0.10 1.33 0.03
H 0.35 -0.12 0.43 0.01
H 1.73 -2.61 -0.23 0.06
H 1.92 -2.37 1.49 0.12
```

(3)
Entry from the Open Molecules 2025 dataset: C5H6O as an isolated structure (ωB97M-V/def2-TZVPD).

orbital gap	9.893	eV
LUMO energy	0.5	eV

```
12
Properties=species:S:1:pos:R:3:lowdin_charge:R:1
C 1.97 0.01 0.43 -0.11
C 1.42 1.36 0.14 0.01
C 0.46 0.45 -0.10 -0.31
C -1.01 0.37 0.21 -0.13
C -1.77 -0.49 -0.78 -0.27
O -2.66 -1.24 -0.46 0.06
H 2.19 -0.26 1.46 0.10
H 2.56 -0.53 -0.32 0.10
H 0.86 -0.72 -0.10 0.16
H -1.38 1.40 0.13 0.13
H -1.21 0.02 1.22 0.13
H -1.44 -0.39 -1.83 0.13
```

(4)
Entry from the Open Molecules 2025 dataset: C21H17CoF8N3O2 as an isolated structure at a distorted geometry (ωB97M-V/def2-TZVPD).

total charge	+1
orbital gap (alpha / beta)	8.283 / 5.381	eV
spin multiplicity	5
LUMO energy (alpha / beta)	-3.1 / -5.6	eV

```
52
Properties=species:S:1:pos:R:3:lowdin_charge:R:1
Co 0.37 0.56 -0.13 0.88
C 3.66 -0.60 2.60 0.01
C 2.25 -0.24 2.20 -0.33
O 1.97 -0.27 0.99 -0.01
C 1.30 0.12 3.23 -0.08
C 1.61 0.06 4.59 -0.01
C 0.71 0.46 5.56 -0.05
C -0.56 0.91 5.18 -0.05
C -0.92 0.96 3.87 0.02
C -0.01 0.57 2.84 -0.31
O -0.42 0.64 1.63 -0.10
H 4.24 -0.79 1.70 0.09
H 3.64 -1.50 3.21 0.10
H 4.11 0.20 3.17 0.10
H 2.57 -0.32 4.90 0.11
H 0.99 0.43 6.60 0.11
H -1.26 1.22 5.94 0.12
H -1.89 1.30 3.55 0.12
N -4.65 2.30 -3.39 0.16
C -3.56 1.92 -2.69 -0.30
C -2.45 1.34 -3.33 0.01
C -1.37 0.95 -2.58 -0.12
N -1.31 1.09 -1.25 -0.03
C -2.36 1.64 -0.63 -0.11
C -3.49 2.06 -1.30 0.01
H -4.68 2.18 -4.38 0.12
H -5.44 2.72 -2.93 0.12
H -2.46 1.19 -4.40 0.12
H -0.51 0.51 -3.06 0.11
H -2.29 1.73 0.44 0.11
H -4.32 2.49 -0.75 0.12
F 1.25 -5.15 -4.15 0.16
C 0.39 -5.09 -3.14 -0.60
F 0.65 -6.11 -2.31 0.17
F -0.83 -5.30 -3.64 0.16
C 0.44 -3.76 -2.41 -0.07
C -0.43 -3.54 -1.35 0.04
C -0.40 -2.30 -0.73 -0.07
N 0.43 -1.33 -1.11 -0.01
C 1.29 -1.56 -2.10 -0.08
C 1.32 -2.76 -2.79 0.05
H -1.12 -4.30 -1.03 0.14
H -1.06 -2.07 0.10 0.13
H 1.96 -0.75 -2.36 0.13
H 2.02 -2.91 -3.61 0.13
F 1.19 2.66 -1.88 0.05
C 1.59 2.20 -0.65 -0.33
F 2.95 2.05 -0.76 0.07
C 1.31 3.31 0.38 -0.59
F 1.71 2.91 1.60 0.15
F 1.87 4.48 0.13 0.19
F -0.02 3.50 0.46 0.14
```

(5)
Entry from the Open Molecules 2025 dataset: C3F3I3 as an isolated structure at a distorted geometry (ωB97M-V/def2-TZVPD).

orbital gap (alpha / beta)	6.075 / 6.077	eV
spin multiplicity	3
LUMO energy (alpha / beta)	-0.8 / -3.1	eV

```
9
Properties=species:S:1:pos:R:3:lowdin_charge:R:1
C 0.62 0.79 -1.13 -0.62
C 1.49 0.60 -0.12 -0.41
C -1.74 -0.38 0.95 -1.26
F 0.80 1.72 -2.13 0.00
F 2.37 1.55 0.13 0.16
F 1.58 -0.51 0.67 -0.04
I -0.91 -0.54 -1.10 1.29
I -0.58 -1.45 2.51 0.60
I -3.62 -1.78 0.21 0.26
```

(6)
Entry from the Open Molecules 2025 dataset: one molecule with the formula C5H4N2 (ωB97M-V/def2-TZVPD).

orbital gap	9.915	eV
LUMO energy	1.0	eV
SMILES string	C#Cc1cn[nH]c1

```
11
Properties=species:S:1:pos:R:3:lowdin_charge:R:1
C -2.23 -1.69 0.20 0.11
C -1.16 -1.13 0.21 -0.11
C 0.01 -0.32 0.14 -0.25
C 0.07 0.98 0.58 -0.05
N 1.21 1.51 0.08 -0.04
N 1.90 0.64 -0.67 0.03
C 1.21 -0.48 -0.61 -0.11
H -3.18 -2.17 0.19 0.02
H -0.59 1.56 1.21 0.13
H 1.20 2.47 -0.21 0.15
H 1.57 -1.37 -1.12 0.11
```